Entry 1:
{
  "formula": "C20H22N2O2",
  "method": "wB97M-V/def2-TZVPD",
  "elements": ["O", "N", "O", "C", "C", "C", "C", "C", "C", "C", "C", "C", "C", "C", "C", "C", "C", "N", "C", "C", "C", "C", "C", "C", "H", "H", "H", "H", "H", "H", "H", "H", "H", "H", "H", "H", "H", "H", "H", "H", "H", "H", "H", "H", "H", "H"],
  "coordinates": [[0.180, 0.469, -3.105], [-3.004, -1.694, 1.628], [0.814, -0.707, -1.259], [0.267, 0.369, -1.901], [-0.577, 1.514, 0.240], [-0.425, 1.423, -1.152], [-2.447, -2.680, 2.356], [-2.234, -0.639, 1.336], [-1.142, -2.660, 2.799], [-2.892, 4.244, 1.632], [-3.208, 4.781, 0.382], [-1.994, 3.124, 1.703], [-0.332, -1.595, 2.476], [-2.668, 4.262, -0.807], [-1.451, 2.632, 0.529], [-0.860, -0.539, 1.703], [-1.775, 3.220, -0.691], [3.221, -2.686, -0.842], [-0.006, 0.630, 1.337], [-1.082, 2.563, -1.870], [3.457, -1.601, 0.134], [4.249, -2.820, -1.912], [1.253, -1.789, -2.072], [1.834, -2.907, -1.216], [-3.101, -3.505, 2.644], [-2.662, 0.171, 0.733], [-0.852, -3.526, 3.379], [-3.270, 4.668, 2.550], [-3.866, 5.620, 0.371], [-1.668, 2.717, 2.639], [0.717, -1.641, 2.730], [-2.896, 4.679, -1.775], [0.959, 0.245, 1.029], [0.185, 1.257, 2.220], [-1.821, 2.213, -2.606], [-0.346, 3.215, -2.375], [2.778, -1.711, 0.970], [3.289, -0.627, -0.370], [4.493, -1.590, 0.492], [4.343, -1.882, -2.428], [3.964, -3.627, -2.607], [5.197, -3.076, -1.478], [2.010, -1.442, -2.775], [0.399, -2.211, -2.655], [1.193, -3.033, -0.339], [1.778, -3.830, -1.775]],
  "atomic_forces_ev_per_a": [[0.8, -0.8, -0.3], [0.5, 0.0, 0.3], [-0.5, 1.2, 0.4], [-0.7, -0.2, -0.8], [0.7, -0.8, -1.8], [0.8, -0.5, 3.5], [-0.8, 0.7, -0.3], [1.2, -0.2, 0.1], [-0.5, -0.5, 0.1], [1.4, -1.5, -0.5], [0.3, -0.5, 0.3], [-0.7, 1.4, -0.3], [-0.2, 0.5, -0.9], [0.1, 0.2, 1.2], [-0.4, 0.5, -0.3], [-1.2, -1.1, 0.7], [-0.4, 0.8, -1.5], [0.8, -0.8, 0.9], [0.1, 0.6, -0.6], [-0.4, -0.4, 0.9], [0.1, -0.1, -1.7], [-1.8, -0.1, 0.9], [-0.6, -0.9, -1.0], [0.5, 1.0, 0.1], [0.1, 0.2, -0.3], [-0.1, -0.4, 0.3], [0.5, 0.2, 0.0], [-0.1, 0.1, 0.0], [-0.4, 0.5, -0.2], [-0.2, -0.2, 0.5], [0.1, 0.3, 0.2], [-0.1, 0.1, -0.1], [0.3, 0.0, -0.1], [-0.1, -0.1, -0.1], [0.3, 0.1, 0.1], [-0.3, -0.2, 0.2], [-0.2, 0.0, 0.2], [0.0, 0.0, 0.5], [-0.2, -0.3, -0.1], [0.3, 0.5, -0.7], [0.0, 0.4, 0.2], [0.5, -0.1, 0.3], [-0.1, 0.1, -0.1], [0.4, 0.6, 0.3], [0.2, 0.0, 0.2], [0.0, -0.3, -0.3]],
  "e_above_lowest_kj_mol": 258.1,
  "lumo_ev": 0.0,
  "smiles": "CN(C)CCOC(=O)C1=C(Cc2cccnc2)c2ccccc2C1",
  "orbital_gap_ev": 8.206
}

Entry 2:
{
  "formula": "C2H2ClNO",
  "method": "wB97M-V/def2-TZVPD",
  "elements": ["C", "C", "N", "O", "Cl", "H", "H"],
  "coordinates": [[-2.031, -0.331, -0.218], [0.955, -0.171, -0.392], [-0.037, 0.132, 0.277], [-2.747, 0.274, 0.435], [2.643, 0.198, 0.211], [0.986, -0.521, -1.482], [0.231, 0.418, 1.171]],
  "atomic_forces_ev_per_a": [[-2.4, -0.4, -0.5], [1.7, 0.4, -1.7], [1.0, -0.5, -1.0], [0.7, -0.2, -0.2], [-0.9, -0.5, -0.5], [-0.3, 0.4, 1.8], [0.3, 0.9, 2.0]],
  "e_above_lowest_kj_mol": 58.0,
  "lumo_ev": 0.6,
  "orbital_gap_ev": 10.574
}

Entry 3:
{
  "formula": "C5H13NO",
  "method": "wB97M-V/def2-TZVPD",
  "elements": ["C", "N", "C", "C", "C", "O", "C", "H", "H", "H", "H", "H", "H", "H", "H", "H", "H", "H", "H", "H"],
  "coordinates": [[-1.415, 1.051, 1.547], [0.004, 0.713, 1.221], [0.409, 0.531, -0.178], [-0.083, -0.757, -0.873], [0.713, -1.884, -0.180], [1.065, -2.891, -1.131], [0.148, 1.894, -0.856], [-1.626, 0.401, 2.489], [-1.720, 2.174, 1.905], [-2.109, 0.562, 0.951], [0.229, -0.216, 1.523], [1.454, 0.465, -0.170], [-1.120, -0.787, -0.895], [0.202, -0.696, -1.887], [1.547, -1.491, 0.358], [0.044, -2.462, 0.443], [1.940, -3.019, -1.428], [0.623, 2.528, -0.149], [-0.981, 2.003, -0.865], [0.676, 1.878, -1.824]],
  "atomic_forces_ev_per_a": [[0.9, 0.1, 4.1], [-0.2, -0.1, -0.2], [-1.9, 2.1, -0.9], [2.5, 1.3, 1.6], [-1.6, -1.3, -1.8], [-1.7, -0.5, 0.0], [-1.1, -2.2, -0.4], [0.5, 1.4, -1.0], [1.2, -2.7, -1.5], [-1.5, -0.1, -2.0], [-0.4, -0.2, 1.5], [1.7, -0.2, 0.3], [-2.1, -0.6, 0.4], [0.6, -0.1, -1.3], [0.7, 0.1, 0.4], [0.0, 0.3, 0.9], [1.6, 0.5, 0.0], [0.1, 1.3, 0.2], [1.4, 0.5, -0.5], [-0.7, 0.5, 0.2]],
  "e_above_lowest_kj_mol": 273.8,
  "lumo_ev": 0.8,
  "smiles": "CN[C@H](C)CCO",
  "orbital_gap_ev": 9.787
}

Entry 4:
{
  "formula": "C18H16F5N3O2RhS4",
  "method": "wB97M-V/def2-TZVPD",
  "elements": ["Rh", "C", "C", "S", "C", "C", "S", "C", "C", "S", "H", "H", "H", "H", "H", "H", "H", "H", "H", "H", "H", "H", "O", "N", "O", "F", "C", "C", "F", "C", "F", "C", "S", "C", "F", "C", "F", "N", "C", "C", "C", "C", "N", "C", "C", "H", "H", "H", "H"],
  "coordinates": [[-0.267, 0.214, -0.225], [2.931, 0.563, -1.296], [2.639, 2.049, -1.105], [0.932, 2.464, -0.619], [1.151, 3.049, 1.103], [0.243, 2.410, 2.150], [0.101, 0.603, 2.221], [1.769, 0.008, 2.602], [2.834, 0.131, 1.516], [2.264, -0.570, -0.055], [2.480, 0.200, -2.222], [4.008, 0.419, -1.381], [3.301, 2.498, -0.367], [2.826, 2.566, -2.046], [2.198, 2.924, 1.364], [0.952, 4.121, 1.094], [0.543, 2.764, 3.138], [-0.789, 2.732, 2.000], [2.102, 0.506, 3.514], [1.603, -1.042, 2.849], [3.135, 1.162, 1.363], [3.717, -0.423, 1.837], [-2.376, -1.453, 1.392], [-3.090, -2.341, 1.026], [-3.028, -3.080, 0.106], [2.906, -6.272, -0.624], [2.113, -5.230, -0.821], [1.775, -4.846, -2.109], [2.246, -5.528, -3.146], [0.955, -3.751, -2.305], [0.664, -3.400, -3.555], [0.439, -3.017, -1.236], [-0.634, -1.675, -1.525], [0.796, -3.433, 0.042], [0.359, -2.753, 1.114], [1.624, -4.515, 0.260], [1.961, -4.864, 1.500], [-6.960, 3.786, -1.114], [-5.952, 3.264, -0.950], [-4.684, 2.612, -0.747], [-4.358, 2.074, 0.493], [-3.132, 1.457, 0.641], [-2.244, 1.366, -0.355], [-2.563, 1.888, -1.544], [-3.770, 2.514, -1.788], [-5.049, 2.130, 1.322], [-2.853, 1.003, 1.583], [-1.822, 1.797, -2.329], [-3.993, 2.917, -2.765]],
  "atomic_forces_ev_per_a": [[0.2, 0.0, -0.3], [0.0, 0.0, 0.0], [0.0, 0.0, 0.0], [0.0, 0.0, 0.0], [0.0, 0.0, 0.0], [0.0, 0.0, 0.0], [0.0, 0.0, 0.0], [0.0, 0.0, 0.0], [0.0, 0.0, 0.0], [0.0, 0.1, -0.1], [0.0, 0.0, 0.0], [0.0, 0.0, 0.0], [0.0, 0.0, 0.0], [0.0, 0.0, 0.0], [0.0, 0.0, 0.0], [0.0, 0.0, 0.0], [0.0, 0.0, 0.0], [0.0, 0.0, 0.0], [0.0, 0.0, 0.0], [0.0, 0.0, 0.0], [0.0, 0.0, 0.0], [0.0, 0.0, 0.0], [-0.2, 0.0, 0.1], [0.2, 0.0, -0.2], [-0.1, 0.0, 0.1], [0.0, 0.0, 0.0], [0.0, 0.0, 0.0], [0.0, 0.0, 0.0], [0.0, 0.0, 0.0], [0.0, 0.0, 0.0], [0.0, 0.0, 0.0], [0.1, -0.1, -0.1], [-0.2, 0.2, 0.1], [0.0, 0.0, 0.0], [0.0, 0.0, 0.1], [0.0, 0.0, 0.0], [0.0, 0.0, 0.0], [0.0, 0.0, 0.0], [0.0, 0.0, 0.0], [0.0, 0.0, 0.0], [0.0, 0.0, 0.0], [0.0, 0.0, 0.0], [0.0, 0.0, 0.0], [0.0, 0.0, 0.0], [0.0, 0.0, 0.0], [0.0, 0.0, 0.0], [0.0, 0.0, 0.0], [0.0, 0.0, 0.0], [0.0, 0.0, 0.0]],
  "e_above_lowest_kj_mol": 27.0,
  "multiplicity": 5,
  "total_charge": 1,
  "lumo_ev": [-3.4, -4.9],
  "orbital_gap_ev": [7.270, 6.389]
}

Entry 5:
{
  "formula": "C36H61N7O8S",
  "method": "wB97M-V/def2-TZVPD",
  "elements": ["C", "C", "O", "C", "C", "C", "C", "O", "C", "C", "C", "C", "C", "C", "C", "N", "C", "S", "C", "N", "C", "C", "N", "C", "C", "C", "O", "O", "H", "H", "H", "H", "H", "H", "H", "H", "H", "H", "H", "H", "H", "H", "H", "H", "H", "C", "C", "C", "O", "C", "N", "H", "H", "H", "H", "H", "H", "H", "H", "H", "H", "H", "C", "C", "C", "O", "C", "N", "H", "H", "H", "H", "H", "H", "H", "H", "H", "H", "H", "C", "C", "C", "O", "C", "N", "H", "H", "H", "H", "H", "H", "H", "H", "H", "H", "H", "C", "C", "C", "O", "C", "N", "H", "H", "H", "H", "H", "H", "H", "H", "H", "H", "H"],
  "coordinates": [[2.643, 0.832, 4.738], [2.175, 0.621, 3.304], [1.015, -0.221, 3.243], [-0.146, 0.351, 2.807], [-0.269, 0.909, 1.501], [0.895, 0.944, 0.531], [1.412, 2.345, 0.203], [1.744, 2.578, -0.927], [1.599, 3.422, 1.228], [2.828, 4.083, 1.198], [3.109, 5.100, 2.100], [2.186, 5.478, 3.062], [0.960, 4.822, 3.103], [0.673, 3.810, 2.193], [-1.479, 1.418, 1.102], [-1.587, 1.997, -0.209], [-2.167, 1.357, -1.051], [-2.907, 0.494, -2.111], [-2.619, 1.403, 1.938], [-3.791, 1.914, 1.465], [-4.781, 1.823, 2.305], [-4.668, 1.264, 3.593], [-3.552, 0.796, 4.069], [-2.481, 0.863, 3.224], [-1.236, 0.346, 3.655], [-1.128, -0.209, 5.056], [-1.501, 0.764, 6.028], [-0.477, 1.757, 5.937], [3.214, -0.037, 5.051], [1.784, 1.010, 5.373], [3.329, 1.676, 4.731], [2.970, 0.096, 2.771], [2.053, 1.569, 2.796], [1.702, 0.311, 0.883], [0.543, 0.548, -0.415], [3.558, 3.790, 0.461], [4.066, 5.599, 2.032], [2.381, 6.255, 3.785], [0.210, 5.078, 3.835], [-0.284, 3.324, 2.279], [-5.746, 2.196, 1.988], [-5.553, 1.215, 4.214], [-0.100, -0.475, 5.272], [-1.760, -1.077, 5.198], [-0.825, 2.477, 6.476], [-1.344, -2.295, -7.219], [-1.481, -2.087, -5.713], [-1.727, -3.380, -4.921], [-3.037, -3.903, -5.019], [-3.312, -4.634, -6.201], [-2.522, -1.085, -5.465], [-2.309, -2.433, -7.704], [-0.879, -1.421, -7.674], [-0.718, -3.162, -7.443], [-0.532, -1.678, -5.354], [-1.588, -3.154, -3.861], [-0.990, -4.151, -5.182], [-2.439, -5.201, -6.538], [-3.660, -3.975, -6.999], [-4.117, -5.334, -5.979], [-2.529, -0.856, -4.475], [-3.421, -1.533, -5.624], [6.974, 5.244, -2.599], [7.075, 4.734, -1.164], [5.981, 5.274, -0.232], [6.149, 6.616, 0.182], [5.754, 7.595, -0.762], [8.422, 5.015, -0.655], [7.357, 6.258, -2.702], [7.565, 4.610, -3.260], [5.942, 5.227, -2.953], [6.950, 3.648, -1.196], [6.009, 4.686, 0.691], [4.984, 5.135, -0.669], [4.880, 7.272, -1.335], [6.572, 7.844, -1.442], [5.494, 8.497, -0.209], [8.537, 4.570, 0.251], [8.474, 6.010, -0.452], [1.270, -2.020, 9.750], [2.692, -2.279, 9.258], [3.644, -1.087, 9.434], [3.459, -0.037, 8.506], [2.386, 0.841, 8.789], [2.634, -2.737, 7.866], [0.693, -1.427, 9.041], [0.744, -2.965, 9.881], [1.273, -1.502, 10.711], [3.100, -3.096, 9.862], [4.663, -1.444, 9.264], [3.610, -0.699, 10.461], [2.265, 0.999, 9.865], [1.454, 0.468, 8.357], [2.611, 1.799, 8.318], [3.562, -3.031, 7.572], [2.433, -1.928, 7.284], [-8.314, -7.264, -9.522], [-6.838, -7.652, -9.513], [-6.039, -7.055, -8.346], [-5.727, -5.680, -8.471], [-6.780, -4.792, -8.144], [-6.252, -7.312, -10.814], [-8.471, -6.256, -9.904], [-8.873, -7.941, -10.167], [-8.744, -7.324, -8.520], [-6.790, -8.739, -9.400], [-5.073, -7.564, -8.307], [-6.538, -7.245, -7.385], [-7.390, -5.176, -7.322], [-7.411, -4.586, -9.011], [-6.328, -3.850, -7.831], [-5.306, -7.681, -10.861], [-6.128, -6.304, -10.842]],
  "atomic_forces_ev_per_a": [[0.0, -0.2, -0.7], [0.8, -0.3, 0.2], [-0.1, 0.2, -0.4], [-0.7, 0.3, 0.4], [0.4, 0.0, 0.0], [-0.8, 0.2, 0.3], [-0.2, -0.1, 0.2], [0.3, 0.0, -0.7], [0.2, 0.1, 0.4], [-0.2, 0.1, 0.2], [0.3, 0.0, -0.1], [-0.5, -0.3, 0.0], [0.2, -0.2, -0.4], [-0.1, 0.0, 0.3], [0.4, 0.2, -0.1], [0.0, -0.4, 0.6], [-0.2, 0.0, -0.3], [-0.1, 0.1, -0.2], [0.1, 0.3, -0.4], [0.2, -0.3, 0.4], [-0.4, 0.3, -0.4], [0.1, -0.1, 0.2], [0.0, -0.1, -0.2], [0.0, -0.2, 0.2], [0.3, -0.4, 0.2], [0.4, 0.7, -0.1], [-0.5, -0.3, 0.2], [0.6, 0.1, -0.2], [-0.1, -0.1, 0.4], [0.1, 0.2, 0.3], [0.0, 0.2, 0.2], [0.0, -0.1, -0.2], [-0.5, 0.1, 0.0], [0.2, 0.0, 0.0], [0.2, -0.1, -0.2], [0.1, 0.0, -0.1], [0.1, 0.1, 0.1], [0.2, 0.1, 0.0], [0.0, 0.1, 0.1], [-0.1, 0.0, -0.1], [-0.1, 0.1, -0.1], [0.0, 0.0, 0.2], [0.1, -0.3, -0.2], [-0.3, 0.1, 0.2], [-0.3, -0.1, 0.1], [0.2, 0.0, -0.1], [-0.2, -0.1, -0.2], [0.1, 0.1, 0.2], [0.1, -0.1, -0.1], [-0.2, 0.1, 0.1], [0.0, -0.1, 0.2], [0.0, 0.0, 0.0], [0.0, 0.0, 0.0], [0.0, 0.0, 0.0], [0.0, 0.0, 0.1], [-0.1, 0.0, 0.0], [0.0, 0.0, -0.1], [0.0, 0.0, 0.0], [0.1, -0.1, -0.1], [0.0, 0.0, 0.0], [0.1, 0.1, -0.1], [0.0, 0.0, -0.1], [-0.1, -0.1, -0.1], [0.1, 0.3, -0.1], [0.0, -0.2, 0.1], [0.0, 0.0, -0.1], [0.1, 0.1, 0.2], [-0.1, -0.1, 0.2], [0.0, 0.0, 0.1], [0.0, 0.0, 0.0], [0.0, 0.0, 0.0], [0.0, 0.0, 0.1], [0.0, 0.0, 0.0], [0.0, 0.1, -0.1], [0.0, 0.0, 0.0], [-0.1, 0.0, -0.1], [0.0, 0.0, 0.0], [0.1, -0.1, -0.1], [0.0, 0.0, -0.1], [0.0, -0.1, 0.1], [-0.2, 0.2, -0.1], [0.2, -0.1, 0.1], [0.0, 0.1, 0.1], [0.0, 0.0, -0.2], [0.2, 0.0, 0.0], [0.0, 0.0, 0.0], [0.0, 0.0, -0.1], [0.0, 0.0, 0.0], [0.1, 0.0, 0.0], [0.0, 0.0, 0.0], [-0.1, 0.0, 0.0], [0.0, -0.1, 0.0], [-0.1, 0.1, 0.1], [0.1, 0.0, 0.0], [0.0, -0.1, 0.0], [-0.1, 0.0, 0.0], [-0.1, -0.1, 0.1], [-0.1, 0.3, -0.1], [0.2, -0.2, 0.0], [-0.1, 0.0, 0.0], [0.2, 0.1, -0.1], [0.2, 0.0, 0.1], [0.1, 0.0, 0.0], [0.0, 0.0, 0.0], [0.0, 0.0, 0.0], [0.1, 0.0, 0.0], [0.0, 0.0, 0.0], [-0.1, 0.0, 0.0], [0.0, 0.0, 0.0], [-0.1, 0.0, 0.1], [0.0, 0.0, 0.0], [0.0, -0.1, -0.1], [-0.1, 0.0, -0.1]],
  "e_above_lowest_kj_mol": 0.0,
  "lumo_ev": -0.5,
  "smiles": "CCOc1c(CC(=O)c2ccccc2)c(N=C=S)c2nccnc2c1COO.COC[C@@H](C)N.COC[C@@H](C)N.COC[C@@H](C)N.COC[C@@H](C)N",
  "orbital_gap_ev": 8.393
}